No. 1
A single C6H9N3O molecule in a non-equilibrium geometry, computed with ωB97M-V/def2-TZVPD.

Values from the calculation:
- SMILES string = CC/N=c1/cccnn1O
- relative energy (zero: lowest compared OMol25 entry of this formula, charge and spin) (kcal per mole) = 117.0
- total energy (eV) = -12880.869
- gap between HOMO and LUMO (eV) = 8.01

The geometry in ORCA input format:
```
! RIJCOSX wB97M-V def2-TZVPD def2/J DEFGRID3
* xyz 0 1
C 0.1081 0.3830 -2.7983
C -0.3188 -0.1864 -1.4681
N 0.2685 0.4783 -0.3545
C 0.1190 0.1534 0.9359
C 0.5189 1.2065 1.9188
C 0.4530 0.9332 3.2413
C -0.0599 -0.3600 3.6126
N -0.5560 -1.1904 2.7797
N -0.5331 -0.9960 1.4360
O -0.8897 -2.0218 0.5837
H -0.6763 1.2198 -3.0614
H 0.9842 0.8092 -2.5929
H 0.1251 -0.4351 -3.6479
H -0.0498 -1.1765 -1.3319
H -1.3983 -0.2790 -1.5017
H 0.8628 2.0827 1.5872
H 0.7164 1.6151 3.9509
H -0.2013 -0.7774 4.5401
H -0.5809 -2.7589 1.1268
*
```

Mulliken atomic charge list, values in e, 6 entries: C -1.087; C -0.429; N -0.509; C 0.198; C -0.427; C -0.524

=====

No. 2
A single C2H5N3OS2 molecule in a non-equilibrium geometry, computed with ωB97M-V/def2-TZVPD.

Values from the calculation:
- SMILES string = NC(=O)NSC(N)=S
- relative energy (zero: lowest compared OMol25 entry of this formula, charge and spin) (kcal per mole) = 25.7
- total energy (eV) = -30342.152
- gap between HOMO and LUMO (eV) = 9.08

The geometry in ORCA input format:
```
! RIJCOSX wB97M-V def2-TZVPD def2/J DEFGRID3
* xyz 0 1
N 0.0317 0.2946 1.9281
C 0.5552 1.1624 1.0603
O 1.7046 1.7800 1.2138
N -0.3892 1.3190 0.0317
S -1.5014 0.0453 -0.4533
C -0.7286 -1.3090 -1.3471
N 0.5830 -1.0959 -1.3931
S -1.6748 -2.2720 -2.3199
H 0.4755 0.1935 2.8031
H -0.9207 0.0937 1.7937
H -0.0213 1.9314 -0.8770
H 0.6843 -0.3290 -0.5877
H 1.2016 -1.8140 -1.8527
*
```

Mulliken atomic charge list, values in e, 6 entries: N -0.219; C 0.529; O -0.646; N -0.424; S -0.074; C 0.186

=====

No. 3
A single C21H23N3O5S molecule in a non-equilibrium geometry, computed with ωB97M-V/def2-TZVPD.

Values from the calculation:
- SMILES string = CCN(CC)C(=O)Cn1cc(S(=O)(=O)Cc2cccc([N+](=O)[O-])c2)c2ccccc21
- relative energy (zero: lowest compared OMol25 entry of this formula, charge and spin) (kcal per mole) = 111.1
- total energy (eV) = -47691.296
- gap between HOMO and LUMO (eV) = 7.94

The geometry in ORCA input format:
```
! RIJCOSX wB97M-V def2-TZVPD def2/J DEFGRID3
* xyz 0 1
C -4.3559 -1.6186 -1.8553
C -3.6962 -1.0864 -0.5881
N -2.9241 0.1183 -0.8585
C -3.6507 1.3705 -0.8008
C -3.6350 1.9590 0.6109
C -1.5949 0.0023 -1.0160
O -1.0151 -1.0666 -0.9357
C -0.8223 1.2886 -1.3657
N 0.5732 1.1716 -1.0532
C 1.4014 0.1739 -1.4578
C 2.6483 0.3600 -0.9266
S 3.9871 -0.7777 -0.9589
O 3.6992 -1.8408 -1.8819
O 5.2408 -0.0854 -1.0969
C 3.9396 -1.4768 0.7591
C 2.5953 -2.0617 0.9350
C 2.3370 -3.3749 0.5469
C 1.0585 -3.9028 0.6203
C 0.0063 -3.1232 1.0603
C 0.2581 -1.8053 1.4210
N -0.8364 -0.9598 1.7890
O -1.9008 -1.4791 2.0534
O -0.6523 0.2429 1.8004
C 1.5391 -1.2735 1.3741
C 2.6005 1.5395 -0.1322
C 3.5459 2.2199 0.6325
C 3.1455 3.3573 1.2968
C 1.8309 3.8227 1.2070
C 0.8831 3.1729 0.4455
C 1.2721 2.0212 -0.2283
H -3.5962 -1.8756 -2.5890
H -5.0248 -0.8790 -2.2907
H -4.9309 -2.5104 -1.6228
H -4.4445 -0.8568 0.1723
H -3.0147 -1.8366 -0.1852
H -3.2394 2.0790 -1.5226
H -4.6817 1.1665 -1.0993
H -4.1697 1.3066 1.2962
H -2.6171 2.0566 0.9805
H -4.1127 2.9351 0.6166
H -1.2087 2.1402 -0.8112
H -0.9580 1.4631 -2.4420
H 1.0681 -0.6175 -2.0978
H 4.1428 -0.6405 1.4203
H 4.7411 -2.2083 0.7976
H 3.1484 -3.9797 0.1730
H 0.8802 -4.9225 0.3167
H -1.0023 -3.5018 1.1036
H 1.6941 -0.2499 1.6819
H 4.5632 1.8627 0.6742
H 3.8548 3.9060 1.8980
H 1.5533 4.7169 1.7446
H -0.1238 3.5580 0.3888
*
```

Mulliken atomic charge list, values in e, 6 entries: C -1.288; C -0.347; N 0.440; C -0.948; C -0.884; C 0.627

=====

No. 4
A molecular structure, C18H26I2N4O6PdSi2, computed with ωB97M-V/def2-TZVPD.

Values from the calculation:
- relative energy (zero: lowest compared OMol25 entry of this formula, charge and spin) (kcal per mole) = 12.3
- total energy (eV) = -72765.718
- gap between HOMO and LUMO (eV) = 7.74

The geometry in ORCA input format:
```
! RIJCOSX wB97M-V def2-TZVPD def2/J DEFGRID3
* xyz 0 1
Pd 1.8534 -0.9420 -0.0593
I 4.0800 0.1296 2.0289
C 5.3398 -0.3493 0.4003
I 4.4726 0.2956 -1.4215
H 5.4292 -1.4269 0.3503
H 6.2964 0.1384 0.5338
C -1.7553 -3.3397 2.1383
Si -0.6842 -1.9292 1.5959
C -2.0147 0.7216 1.6991
C 0.2887 -1.1939 3.0002
C 0.2600 -2.2046 0.0322
Si -0.6379 -2.0051 -1.5726
C -1.8678 -3.3202 -2.0685
C -2.0583 0.3934 -2.1659
C 0.4328 -1.7056 -3.0650
H -2.3232 -3.0486 3.0257
H -1.1396 -4.2046 2.3948
H -2.4527 -3.6117 1.3466
H -1.7002 0.7070 2.7392
H -3.0718 0.9684 1.6309
H -1.3946 1.3997 1.1244
H -0.2715 -1.2246 3.9372
H 0.6088 -0.1736 2.7854
H 1.1856 -1.8056 3.1330
H 0.7031 -3.2044 0.0499
H -2.6710 -3.4340 -1.3463
H -1.3515 -4.2781 -2.1779
H -2.2867 -3.0724 -3.0475
H -2.9490 -0.0376 -2.6237
H -1.2736 0.5565 -2.8994
H -2.2992 1.3293 -1.6647
H 1.1655 -2.5198 -3.0747
H 0.9794 -0.7661 -3.0328
H -0.1467 -1.7729 -3.9886
N 1.1667 -5.2788 2.5096
C 2.0780 -4.9619 1.8687
N 3.1370 -4.6180 1.1499
C 3.0405 -3.5606 0.4467
N 3.0135 -2.5981 -0.2256
O -1.8665 -0.6203 1.1778
C -2.5170 -1.0283 -0.0727
O -1.5342 -0.5095 -1.1724
H -3.3441 -0.3159 -0.1845
O 0.9580 1.0617 -1.6701
C 0.7121 1.5301 -0.5547
O 0.7920 0.8569 0.5381
C 0.2857 2.9702 -0.4235
C 0.0332 3.5311 0.8257
C -0.3792 4.8486 0.9333
C -0.5239 5.5834 -0.2305
C -0.2617 5.0622 -1.4855
C 0.1470 3.7421 -1.5726
N -0.9720 6.9859 -0.1276
O -1.2364 7.4135 0.9782
O -1.0745 7.6221 -1.1570
H 0.1891 2.9305 1.7117
H -0.5810 5.3096 1.8882
H -0.3761 5.6847 -2.3598
H 0.3676 3.2896 -2.5294
*
```

Mulliken atomic charge list, values in e, 6 entries: Pd -0.111; I 0.126; C -0.901; I 0.116; H 0.332; H 0.473